(1)
Here is a 5-piece molecular cluster, CH12O5 overall in a non-equilibrium geometry from the OMol25 dataset. Energies are from ωB97M-V with the def2-TZVPD basis set.

As for the HOMO energy: -0.362 Ha. Its relative energy (zero: lowest compared OMol25 entry of this formula, charge and spin) is 15.8 kcal per mole. The total charge is 0.

Structure (XYZ):
```
18
Properties=species:S:1:pos:R:3:forces:R:3:lowdin_charge:R:1
C -2.464 1.090 -2.539 0.14 -0.67 -0.02 -0.166
O -1.726 0.422 -1.526 0.25 -0.07 0.26 -0.152
H -2.903 0.299 -3.154 -0.20 0.26 -0.06 0.072
H -3.259 1.686 -2.089 -0.01 0.10 -0.07 0.070
H -1.853 1.708 -3.199 0.12 0.08 0.18 0.076
H -0.820 0.763 -1.450 -0.37 0.36 -0.27 0.018
H 1.782 -2.258 -0.515 -0.02 0.02 0.29 0.064
H 0.736 -2.127 0.595 -0.07 0.01 -0.04 0.055
O 1.670 -1.991 0.409 0.04 -0.01 -0.29 -0.042
H 1.320 0.646 -1.454 0.15 0.18 0.06 0.031
H 1.392 2.136 -1.232 -0.12 -0.18 -0.04 0.053
O 0.906 1.471 -1.738 0.06 -0.04 -0.03 -0.054
H -2.191 -1.736 4.065 -0.29 0.16 0.20 0.032
H -0.758 -2.009 3.810 0.28 0.07 0.20 0.025
O -1.326 -1.552 4.440 0.00 -0.24 -0.39 -0.057
H 2.274 -0.168 0.720 -0.29 -0.35 0.39 -0.014
H 2.222 1.286 1.335 -0.21 -0.23 0.30 0.042
O 2.570 0.741 0.631 0.52 0.55 -0.66 -0.054
```
Positions in Å, forces in eV/Å.

---

(2)
Here is a 10-piece molecular cluster, C37H58O30 overall in a non-equilibrium geometry from the OMol25 dataset. Energies are from ωB97M-V with the def2-TZVPD basis set.

As for the HOMO energy: -0.374 Ha. Its relative energy (zero: lowest compared OMol25 entry of this formula, charge and spin) is 0.0 kcal per mole. The total charge is 0.

Structure (XYZ):
```
125
Properties=species:S:1:pos:R:3:forces:R:3:lowdin_charge:R:1
C -6.351 0.181 -0.520 -0.12 1.14 -0.26 -0.121
C -6.096 0.804 -1.918 -0.62 -0.76 0.40 -0.089
O -4.662 0.901 -2.060 -0.42 -0.59 1.59 0.059
C -4.105 0.341 -0.926 3.74 -0.56 -1.07 -0.478
O -2.872 0.168 -0.786 -4.47 0.81 -0.25 0.097
O -5.046 -0.079 -0.083 1.25 -0.38 0.96 0.054
H -6.940 -0.734 -0.466 0.14 0.08 -0.36 0.114
H -6.815 0.918 0.135 0.07 -0.06 0.18 0.129
H -6.574 1.784 -1.952 0.27 -0.10 -0.51 0.132
H -6.502 0.081 -2.625 0.18 0.53 -0.58 0.114
C 4.825 2.813 -2.853 0.22 -0.52 0.43 -0.112
C 3.855 2.102 -1.871 1.75 1.23 -1.68 -0.133
O 2.984 1.521 -2.830 -0.51 -1.03 -1.95 -0.017
C 3.682 1.342 -4.117 -0.93 1.43 1.57 -0.494
O 3.274 0.918 -5.150 -0.35 -0.42 1.36 0.177
O 4.853 1.927 -3.953 1.13 -0.25 -0.87 0.051
H 5.858 2.977 -2.546 -0.22 -0.02 0.21 0.136
H 4.371 3.736 -3.214 0.07 0.20 0.18 0.133
H 3.472 2.982 -1.353 -0.95 -0.82 0.57 0.129
H 4.333 1.329 -1.270 -0.21 0.25 0.23 0.113
C 4.959 -3.404 -2.007 0.08 0.59 1.07 -0.132
C 4.135 -2.451 -2.857 1.09 0.94 0.35 -0.166
O 3.363 -3.292 -3.640 -1.36 -3.42 -0.44 0.018
C 3.367 -4.637 -3.117 -0.14 0.63 -0.15 -0.400
O 2.768 -5.603 -3.560 1.76 3.07 1.41 0.138
O 4.181 -4.575 -1.976 -1.45 -1.67 -1.89 0.022
H 5.024 -3.113 -0.959 0.20 0.39 -0.16 0.130
H 5.963 -3.601 -2.384 -0.08 -0.13 -0.22 0.131
H 4.747 -1.845 -3.525 0.14 -0.05 0.00 0.134
H 3.546 -1.751 -2.264 -0.35 -0.25 0.14 0.113
C -2.193 1.056 2.721 -0.66 0.72 0.55 0.014
C -1.666 0.822 4.120 0.25 3.54 -1.84 -0.350
C -2.366 -0.120 4.956 -0.84 -1.84 1.19 -0.078
O -1.277 -0.935 5.438 -0.96 -0.09 0.06 0.096
C -0.133 -0.564 4.817 0.65 -1.75 2.50 -0.573
O 0.910 -1.043 5.171 0.05 0.34 -0.93 0.150
O -0.351 0.392 3.966 1.67 -1.05 -1.00 0.082
H -3.283 1.072 2.726 -0.07 -0.01 -0.07 0.096
H -1.862 0.276 2.035 -0.13 0.16 0.06 0.077
H -1.855 2.061 2.469 0.01 -0.18 -0.69 0.094
H -1.424 1.764 4.613 -1.19 0.49 0.21 0.169
H -3.112 -0.680 4.392 0.32 -0.59 -0.09 0.140
H -2.924 0.313 5.786 0.39 0.13 0.16 0.143
C 0.216 2.112 -0.018 -0.94 0.54 -0.11 -0.004
C 0.703 1.122 0.992 -0.47 0.11 -0.90 -0.304
C 0.253 -0.273 0.582 0.76 -0.64 -0.02 -0.050
O 1.519 -0.976 0.275 -0.10 0.74 0.19 0.046
C 2.577 -0.130 0.446 0.08 -0.70 0.12 -0.521
O 3.739 -0.416 0.188 -2.24 0.65 0.51 0.095
O 2.141 1.037 0.976 0.71 -0.12 0.16 0.080
H -0.870 2.042 0.052 -0.32 -0.39 -0.42 0.078
H 0.524 1.827 -1.024 0.03 0.22 -0.08 0.098
H 0.323 3.177 0.185 1.03 -0.17 0.16 0.064
H 0.236 1.353 1.950 1.18 0.11 0.25 0.112
H -0.387 -0.320 -0.299 0.19 0.12 -0.04 0.120
H -0.298 -0.716 1.412 0.51 -0.73 -0.14 0.105
C 1.457 -3.913 1.663 0.97 -0.72 0.16 -0.003
C 0.478 -4.651 0.798 -0.32 0.43 -1.19 -0.324
C 0.961 -5.794 -0.095 1.31 1.15 -1.15 -0.069
O -0.131 -6.697 -0.115 0.94 -1.33 -0.75 0.104
C -0.840 -6.512 0.964 -4.85 0.27 1.53 -0.550
O -1.887 -7.101 1.306 3.54 0.97 -1.08 0.088
O -0.478 -5.363 1.549 -0.49 -0.36 1.99 0.080
H 2.284 -3.462 1.115 -0.26 0.05 -0.51 0.080
H 1.956 -4.672 2.265 -0.11 0.17 0.61 0.093
H 1.022 -3.110 2.259 -0.23 -0.35 0.07 0.086
H -0.107 -3.925 0.233 0.07 0.06 -0.34 0.135
H 1.912 -6.222 0.220 -0.25 -0.55 0.61 0.139
H 1.175 -5.519 -1.128 -0.34 0.25 -0.02 0.128
C 3.551 0.533 4.138 0.05 0.00 1.88 0.014
C 2.683 1.572 4.962 3.45 -2.74 -1.16 -0.294
C 3.548 2.774 5.213 1.94 -0.83 2.17 -0.120
O 2.751 3.827 4.805 0.81 1.96 0.72 0.124
C 1.853 3.332 4.001 -4.84 4.30 -1.73 -0.582
O 0.981 4.042 3.453 2.50 -1.95 0.82 0.093
O 1.870 2.057 3.999 -2.93 -0.80 -2.48 0.091
H 4.207 0.011 4.834 -0.11 -0.44 0.03 0.087
H 4.247 1.085 3.506 -0.47 0.05 -0.34 0.083
H 2.938 -0.175 3.580 0.06 0.15 0.19 0.077
H 2.085 1.180 5.785 0.36 -0.10 0.10 0.161
H 4.501 2.791 4.684 -0.18 -0.19 -0.51 0.134
H 3.869 2.808 6.254 -0.49 0.61 0.23 0.143
C -6.110 -3.264 -1.187 1.84 -0.23 -0.20 -0.003
C -4.859 -4.014 -0.680 -0.04 0.55 -2.07 -0.279
C -3.615 -3.886 -1.637 -2.60 -2.36 -1.91 -0.093
O -2.550 -3.615 -0.807 1.16 0.29 -0.58 0.108
C -3.015 -3.213 0.357 2.70 1.56 3.89 -0.532
O -2.296 -2.807 1.293 -2.33 -1.06 -2.96 0.105
O -4.331 -3.309 0.394 -0.68 0.45 2.31 0.098
H -6.887 -3.261 -0.423 -0.10 0.02 -0.36 0.094
H -6.374 -3.679 -2.159 -0.55 -0.21 0.22 0.089
H -5.699 -2.278 -1.407 -0.51 0.31 0.16 0.060
H -5.142 -5.038 -0.435 0.47 -0.08 0.33 0.157
H -3.811 -3.254 -2.503 0.41 1.32 0.58 0.118
H -3.477 -4.808 -2.203 0.47 -0.50 0.58 0.140
C 3.907 6.935 2.510 -0.31 0.21 -1.41 -0.051
C 2.926 6.335 1.442 -0.09 0.28 1.67 -0.148
O 1.925 7.397 1.256 0.99 0.12 0.04 0.035
C 0.722 7.204 0.786 -3.73 1.38 -1.07 -0.553
O -0.090 8.140 0.566 2.73 -2.77 0.64 0.060
O 0.398 5.890 0.592 -0.42 0.51 -0.47 -0.052
C -0.843 5.594 -0.176 1.11 0.23 0.63 0.003
H 3.291 7.209 3.367 0.33 0.14 0.00 0.082
H 4.406 7.787 2.049 -0.45 0.53 0.20 0.069
H 4.785 6.365 2.813 -0.52 -0.84 -0.02 0.069
H 2.401 5.500 1.907 0.10 -0.23 -0.41 0.091
H 3.383 6.086 0.485 -0.09 0.05 0.08 0.120
H -1.155 4.600 0.144 0.07 0.23 0.10 0.065
H -0.548 5.548 -1.224 -0.21 0.17 0.01 0.098
H -1.632 6.323 0.009 0.33 0.05 0.00 0.091
C 0.710 -1.216 -3.979 0.42 0.18 0.53 -0.062
C -0.528 -0.294 -4.168 3.00 -1.05 0.24 -0.207
O -1.560 -1.219 -4.394 -2.01 0.54 -0.45 0.018
C -2.808 -0.771 -4.789 4.01 2.65 0.12 -0.610
O -3.042 0.343 -5.175 -0.43 -0.25 0.04 0.150
O -3.572 -1.767 -4.663 -2.06 -3.41 0.78 0.036
C -4.911 -1.717 -5.027 -1.96 1.08 -1.19 -0.046
H 1.033 -1.775 -4.857 -0.40 0.22 -0.27 0.083
H 0.600 -1.963 -3.193 -0.48 0.02 0.12 0.071
H 1.579 -0.635 -3.671 -0.06 0.29 -0.10 0.043
H -0.209 0.355 -4.984 -1.00 0.10 -0.35 0.127
H -0.610 0.300 -3.258 -0.74 -0.01 -0.01 0.116
H -5.063 -1.495 -6.083 0.51 -0.37 -0.33 0.104
H -5.486 -0.889 -4.612 0.42 0.17 0.76 0.084
H -5.467 -2.629 -4.808 0.72 -0.19 0.23 0.096
```
Positions in Å, forces in eV/Å.

---

(3)
Here is a 2-piece molecular cluster, C4H12 overall in a non-equilibrium geometry from the OMol25 dataset. Energies are from ωB97M-V with the def2-TZVPD basis set.

As for the HOMO energy: -0.425 Ha. Its relative energy (zero: lowest compared OMol25 entry of this formula, charge and spin) is 7.7 kcal per mole. The total charge is 0.

Structure (XYZ):
```
16
Properties=species:S:1:pos:R:3:forces:R:3:lowdin_charge:R:1
C 1.564 -0.693 -0.761 -0.98 -0.41 0.12 -0.180
C 2.049 -1.463 -1.975 0.97 -0.16 -0.29 -0.177
H 1.065 -1.419 -0.113 -0.16 0.26 0.16 0.064
H 2.319 -0.209 -0.144 0.34 -0.11 -0.29 0.067
H 0.826 0.067 -1.016 0.06 0.03 -0.08 0.045
H 2.437 -2.436 -1.663 0.30 0.17 -0.02 0.061
H 2.835 -0.924 -2.512 0.07 -0.12 0.10 0.061
H 1.323 -1.721 -2.742 -0.56 0.32 0.25 0.060
C -2.561 1.042 1.374 -0.82 -0.58 -0.01 -0.173
C -1.025 1.124 1.376 -1.02 0.48 -0.47 -0.149
H -2.977 0.591 2.278 0.30 0.16 0.21 0.056
H -3.093 1.986 1.262 0.28 0.19 -0.07 0.056
H -2.965 0.383 0.599 0.27 0.11 -0.20 0.057
H -0.631 0.717 0.451 0.16 -0.43 0.15 0.028
H -0.663 0.606 2.256 0.54 0.09 -0.09 0.063
H -0.727 2.170 1.331 0.23 0.00 0.53 0.062
```
Positions in Å, forces in eV/Å.

---

(4)
Here is C18H13BrN2O4RuS3 as an isolated structure from the OMol25 dataset. Energies are from ωB97M-V with the def2-TZVPD basis set.

As for the HOMO energy (alpha / beta): -0.137 / -0.185 Ha. Its relative energy (zero: lowest compared OMol25 entry of this formula, charge and spin) is 3.6 kcal per mole. The total charge is -1. Its spin multiplicity is 6.

Structure (XYZ):
```
42
Properties=species:S:1:pos:R:3:forces:R:3:lowdin_charge:R:1
Ru -0.011 -0.161 0.584 0.69 0.03 -0.26 1.259
O 1.585 0.045 4.144 0.14 0.00 0.00 -0.294
S 0.680 0.047 3.040 -0.51 0.19 -0.68 0.297
O -0.745 0.175 3.323 0.15 0.04 0.48 -0.367
O 0.802 -1.212 2.134 -0.11 -0.15 0.03 -0.493
O 1.006 1.087 1.944 -0.11 0.02 0.31 -0.514
Br -0.546 7.220 -0.787 0.00 0.03 0.00 0.681
C -0.777 5.338 -0.649 -0.02 0.00 0.00 -0.707
C 0.334 4.511 -0.628 0.04 -0.03 -0.01 -0.122
C 0.167 3.142 -0.536 -0.11 0.14 0.02 -0.031
C -1.111 2.579 -0.469 0.11 -0.10 0.06 -0.269
C -2.216 3.439 -0.453 0.05 0.06 -0.02 -0.033
C -2.051 4.811 -0.553 0.01 0.00 0.00 -0.141
N -1.249 1.192 -0.389 -0.25 -0.07 -0.05 -0.097
C -2.436 0.647 -0.745 -0.05 -0.13 0.00 -0.102
C -2.737 -0.673 -0.370 -0.01 0.15 -0.12 -0.276
C -3.946 -1.348 -0.649 0.05 -0.04 0.03 -0.032
C -4.120 -2.621 -0.172 -0.02 0.04 -0.03 -0.086
C -3.108 -3.241 0.576 0.12 -0.01 0.06 -0.070
C -1.936 -2.542 0.793 -0.06 -0.02 -0.02 -0.149
N -1.759 -1.311 0.329 0.06 0.05 0.12 -0.092
H 1.330 4.928 -0.681 -0.01 0.02 0.00 0.102
H 1.032 2.501 -0.506 0.01 -0.05 0.00 0.015
H -3.213 3.044 -0.316 0.00 -0.01 0.00 0.100
H -2.913 5.464 -0.532 0.01 0.01 0.00 0.095
H -3.158 1.214 -1.321 0.05 0.01 -0.01 0.111
H -4.716 -0.850 -1.223 0.00 0.01 0.00 0.107
H -5.046 -3.147 -0.372 0.00 -0.02 0.01 0.100
H -3.220 -4.239 0.972 -0.03 -0.01 -0.01 0.094
H -1.093 -2.944 1.341 -0.05 -0.07 0.02 0.108
S 2.571 0.527 -0.533 -0.07 -0.01 0.15 0.743
C 3.229 -1.021 -0.573 0.00 -0.19 -0.09 -0.724
C 4.636 -1.193 -0.413 0.00 0.13 0.02 -0.138
C 5.224 -2.420 -0.473 -0.11 -0.10 -0.03 -0.102
C 4.420 -3.563 -0.706 0.11 0.07 0.04 -0.095
C 3.071 -3.443 -0.872 0.01 -0.10 -0.03 -0.145
C 2.418 -2.188 -0.816 0.17 0.20 -0.02 -0.734
S 0.745 -2.100 -1.092 -0.26 -0.12 0.03 0.631
H 5.222 -0.302 -0.227 0.02 -0.01 0.00 0.092
H 6.292 -2.525 -0.338 0.01 0.01 0.01 0.094
H 4.879 -4.543 -0.744 0.01 0.00 0.00 0.096
H 2.465 -4.324 -1.041 -0.03 0.02 -0.01 0.091
```
Positions in Å, forces in eV/Å.